No. 1
This record from OMol25 describes 3 unconnected molecules or ions with the total composition CH8N2O2. The level of theory is wB97M-V/def2-TZVPD.

## Properties
energy relative to the best compared isomer or geometry (same formula, charge and spin): 106.4 kJ/mol
structure (SMILES): [H]/N=C/N.O.O
E_LUMO: 0.7 eV
gap between HOMO and LUMO: 9.2611 eV
E: -8241.154 eV

```
! wB97M-V def2-TZVPD RIJCOSX def2/J DEFGRID3
* xyz 0 1
N -0.41218 0.69617 2.00947
C -0.83570 1.28596 0.84543
N -0.38516 0.88471 -0.29127
H -0.16381 -0.28358 1.97049
H -0.53103 1.16787 2.88450
H -1.37241 2.23148 1.05522
H -1.15553 0.95710 -0.96379
H 0.90207 0.64320 -3.48002
H 0.96342 -0.70061 -2.75816
O 0.73559 -0.31106 -3.59984
H 1.07085 -2.13285 0.06568
H 0.64474 -2.58483 1.43724
O 0.53916 -1.85356 0.82506
*
```



No. 2
This record from OMol25 describes a molecular structure, C42H38N7P2S2W. The level of theory is wB97M-V/def2-TZVPD.

## Properties
energy relative to the best compared isomer or geometry (same formula, charge and spin): 10.5 kJ/mol
E_LUMO (spin up / spin down): -8.9 / -9.8 eV
⟨S²⟩: 2.03
gap between HOMO and LUMO (spin up / spin down): 6.9750 / 6.0754 eV
E: -96655.220 eV

```
! wB97M-V def2-TZVPD RIJCOSX def2/J DEFGRID3
* xyz 3 3
W 0.55321 -0.96495 0.11018
C 3.42667 -1.46865 4.70776
S 1.65292 -1.78369 4.76787
C 1.14680 -1.64713 3.13192
S 2.27584 -1.23140 1.84296
N -0.08180 -2.04198 2.93386
N -0.46331 -2.01301 1.61095
C -1.54618 -2.63987 1.33679
C -1.83830 -2.79218 -0.08122
C -2.84647 -3.59581 -0.56506
C -2.96173 -3.77378 -1.93633
C -2.05874 -3.13998 -2.77385
C -1.07909 -2.33645 -2.22078
N -0.97147 -2.15290 -0.89685
H 3.76509 -1.61979 5.73171
H 3.63656 -0.44518 4.40646
H 3.92770 -2.18383 4.06062
H -2.11685 -3.11220 2.12887
H -3.51347 -4.09017 0.13166
H -3.74457 -4.40045 -2.34644
H -2.10955 -3.26308 -3.84787
H -0.35033 -1.82675 -2.83712
N 2.24311 -1.74162 -2.68059
C 2.16843 -2.88915 -1.88338
C 2.65635 -4.08824 -2.39429
C 2.58374 -5.22454 -1.62544
C 2.03169 -5.14306 -0.34577
C 1.56496 -3.93439 0.08243
N 1.60414 -2.80850 -0.67876
C 2.64192 -0.48318 -2.23181
C 3.54463 0.23516 -3.00844
C 3.99543 1.45574 -2.56988
C 3.52950 1.94694 -1.35233
C 2.60531 1.21396 -0.67255
N 2.13149 0.00548 -1.09438
H 2.60146 -1.94397 -3.60125
H 3.10833 -4.10739 -3.37871
H 2.97144 -6.16293 -2.00280
H 1.97438 -6.00507 0.30524
H 1.14166 -3.83404 1.06900
H 3.90672 -0.19324 -3.93587
H 4.71696 2.01272 -3.15558
H 3.86321 2.89501 -0.95169
H 2.19900 1.59380 0.24631
N -0.69663 1.92409 0.28296
P -0.10308 1.05075 1.60413
C 0.94703 2.22008 2.48366
C 2.32961 2.09011 2.62045
C 3.06388 3.10520 3.22184
C 2.42145 4.24407 3.68673
C 1.04010 4.36610 3.57107
C 0.29957 3.35794 2.97622
C -1.48424 0.74741 2.71340
C -1.27851 0.72195 4.09309
C -2.34179 0.46169 4.94287
C -3.60892 0.23006 4.42186
C -3.81731 0.24764 3.04734
C -2.75477 0.49950 2.18986
P -0.87560 0.91500 -1.05257
C -2.63680 0.98160 -1.45177
C -3.12300 2.23133 -1.85058
C -4.47391 2.39371 -2.11160
C -5.34422 1.31372 -1.99351
C -4.86200 0.07027 -1.61400
C -3.50993 -0.09522 -1.34457
C -0.10886 1.75700 -2.44669
C 0.46244 3.01666 -2.30645
C 0.94547 3.68192 -3.42754
C 0.87159 3.08551 -4.67878
C 0.30081 1.82354 -4.82184
C -0.19779 1.16403 -3.70932
H -1.26674 2.75531 0.40218
H 2.83280 1.19289 2.29000
H 4.13676 3.00287 3.33303
H 2.99522 5.03727 4.15109
H 0.53751 5.24364 3.95845
H -0.78004 3.45207 2.91759
H -0.29451 0.91037 4.50663
H -2.18396 0.44903 6.01466
H -4.44078 0.05019 5.09062
H -4.81010 0.08090 2.64567
H -2.93065 0.53402 1.12144
H -2.45382 3.07749 -1.97515
H -4.84765 3.36236 -2.42190
H -6.39902 1.44530 -2.20429
H -5.53987 -0.77042 -1.52550
H -3.15218 -1.06046 -1.03970
H 0.52124 3.48610 -1.33055
H 1.36773 4.67413 -3.32382
H 1.23917 3.61288 -5.55086
H 0.21929 1.37216 -5.80338
H -0.70177 0.21005 -3.83804
*
```



No. 3
This record from OMol25 describes a molecular structure, C42H50BCrN8O2S3. The level of theory is wB97M-V/def2-TZVPD.

## Properties
E_LUMO (spin up / spin down): -6.9 / -8.1 eV
⟨S²⟩: 4.06
gap between HOMO and LUMO (spin up / spin down): 6.3562 / 5.0716 eV
E: -121974.133 eV

```
! wB97M-V def2-TZVPD RIJCOSX def2/J DEFGRID3
* xyz 2 4
Cr 14.10492 -11.84499 -6.24780
C 13.17136 -16.50559 -5.22615
C 14.14679 -15.70250 -4.41555
C 14.51066 -16.02837 -3.14168
C 15.41636 -15.22804 -2.42943
N 15.73282 -14.04564 -2.87356
N 15.32005 -13.69030 -4.09434
B 15.69148 -12.29165 -4.70133
N 17.01036 -12.37059 -5.48117
N 17.93004 -12.95126 -4.70765
C 19.10967 -13.19311 -5.18573
C 19.40584 -12.84317 -6.53471
C 18.46455 -12.24429 -7.31191
C 18.68546 -12.00709 -8.76766
C 17.21917 -11.96896 -6.72957
S 15.99103 -11.22759 -7.67711
C 20.09529 -13.87449 -4.25502
C 19.51161 -15.28238 -3.90040
C 20.24536 -13.03669 -2.98333
C 21.45858 -14.01614 -4.89463
N 15.70941 -11.08765 -3.75113
N 16.17714 -11.26901 -2.51425
C 16.14611 -10.26199 -1.66701
C 15.64658 -9.02222 -2.05134
C 15.26625 -8.80035 -3.33713
C 14.80401 -7.46308 -3.84287
C 15.34992 -9.89359 -4.20602
S 14.89117 -9.66016 -5.86298
C 16.67329 -10.51424 -0.25319
C 17.98184 -11.26640 -0.37523
C 15.59686 -11.33169 0.47542
C 16.95207 -9.20239 0.48237
C 14.66986 -14.51775 -4.89908
S 14.60419 -14.06767 -6.57816
C 15.98465 -15.72996 -1.08899
C 16.61920 -17.11288 -1.36060
C 17.03413 -14.75862 -0.56930
C 14.82363 -15.87920 -0.06939
H 12.78922 -17.39280 -4.70510
H 12.31669 -15.88002 -5.47512
H 13.56220 -16.85310 -6.17058
H 14.09247 -16.93336 -2.68155
H 20.37097 -13.10106 -6.91958
H 19.73582 -12.05252 -9.01221
H 18.17227 -12.77923 -9.35477
H 18.29150 -11.04492 -9.07986
H 18.51722 -15.15836 -3.46226
H 19.45398 -15.91732 -4.75373
H 20.14286 -15.75480 -3.14223
H 19.27436 -12.79439 -2.52853
H 20.83646 -13.57022 -2.24304
H 20.75186 -12.09953 -3.18534
H 21.47389 -14.64056 -5.77945
H 21.87378 -13.03568 -5.12147
H 22.18553 -14.49102 -4.22706
H 15.59346 -8.23107 -1.31550
H 14.77712 -6.72726 -3.03841
H 15.42435 -7.06030 -4.65183
H 13.79373 -7.55177 -4.25264
H 17.80571 -12.13293 -0.99685
H 18.78660 -10.65620 -0.79588
H 18.29726 -11.61351 0.61499
H 15.19575 -12.13657 -0.11336
H 15.99743 -11.70320 1.41520
H 14.74141 -10.71111 0.73945
H 17.65641 -8.58487 -0.03329
H 16.03557 -8.64133 0.68324
H 17.36875 -9.46704 1.45169
H 17.46168 -16.97488 -2.02807
H 17.00072 -17.50927 -0.40336
H 15.93711 -17.82069 -1.79304
H 17.85871 -14.63208 -1.30146
H 16.58786 -13.78902 -0.34939
H 17.48322 -15.16554 0.33389
H 14.11510 -16.63213 -0.38493
H 15.22830 -16.16786 0.88981
H 14.29348 -14.94213 0.06512
O 12.20438 -11.07465 -6.40658
C 11.94150 -11.46147 -5.21661
N 10.84941 -11.34175 -4.50962
C 11.11177 -11.80937 -3.13346
C 12.63821 -12.09852 -3.23932
O 13.39627 -12.36638 -2.33658
N 12.98474 -12.05578 -4.56896
C 10.36347 -13.09962 -2.76148
C 10.95073 -14.05499 -1.91896
C 10.29346 -15.23217 -1.59578
C 9.01781 -15.45596 -2.07670
C 8.41170 -14.51086 -2.89454
C 9.07944 -13.34562 -3.23378
C 10.73991 -10.68549 -2.14701
C 11.55723 -10.37676 -1.07038
C 11.20718 -9.38114 -0.17459
C 10.01661 -8.69201 -0.35642
C 9.17170 -9.00449 -1.40710
C 9.51650 -10.04080 -2.27722
H 10.09665 -10.75206 -4.77300
H 11.93633 -13.90716 -1.53225
H 10.76510 -15.94440 -0.89319
H 8.49228 -16.36421 -1.82298
H 7.39944 -14.68577 -3.24428
H 8.59774 -12.63371 -3.88941
H 12.48911 -10.92353 -0.96315
H 11.85167 -9.20563 0.69870
H 9.69747 -7.93837 0.36205
H 8.23989 -8.47278 -1.56209
H 8.80162 -10.32287 -3.04635
*
```



No. 4
This record from OMol25 describes 2 unconnected molecules or ions with the total composition C18H22NO. The level of theory is wB97M-V/def2-TZVPD.

## Properties
energy relative to the best compared isomer or geometry (same formula, charge and spin): 258.8 kJ/mol
E_LUMO: -5.9 eV
gap between HOMO and LUMO: 4.8168 eV
E: -22551.558 eV

```
! wB97M-V def2-TZVPD RIJCOSX def2/J DEFGRID3
* xyz 1 1
C -1.45227 1.30058 2.76629
N -1.68564 0.27128 1.80539
C -2.71398 0.62824 0.83125
C -3.55961 -0.55824 0.41962
O -2.73354 -1.72544 0.37405
C -2.44085 -2.09091 1.72692
C -1.46517 -1.08757 2.31586
H -1.34025 0.89458 3.77793
H -0.52793 1.79262 2.46995
H -2.25562 2.04481 2.74821
H -3.33860 1.42158 1.25527
H -2.20230 1.03249 -0.05558
H -4.37704 -0.66768 1.15895
H -3.94667 -0.42196 -0.59607
H -3.35617 -2.09138 2.35010
H -1.99765 -3.09075 1.66281
H -0.44617 -1.40179 2.03181
H -1.51174 -1.06077 3.41293
C 1.19479 1.99721 0.59950
C 1.08848 3.41946 0.76409
C 0.75071 4.02363 2.02056
C 0.64739 5.40313 2.16914
C 0.91586 6.25244 1.08106
C 1.23182 5.70029 -0.16730
C 1.29184 4.32073 -0.32723
C 2.06844 1.34733 -0.31971
C 2.02460 -0.07380 -0.48700
C 2.81184 -0.70755 -1.43975
C 3.70508 0.03017 -2.23688
C 3.81776 1.41165 -2.04672
C 3.07067 2.04363 -1.06812
H 0.65490 1.33986 1.27983
H 0.59910 3.39605 2.90290
H 0.36645 5.84112 3.13210
H 0.87038 7.33241 1.19587
H 1.43512 6.32745 -1.03931
H 1.50133 3.90917 -1.31289
H 1.35308 -0.66200 0.14406
H 2.77161 -1.79227 -1.55529
H 4.30291 -0.46069 -3.00352
H 4.53491 1.99898 -2.61829
H 3.25250 3.09587 -0.86222
*
```



> Look up the E of the fourth one.

-22551.558 eV